Entry 1:
One molecule with the formula C14H29N2O2, computed with ωB97M-V with the def2-TZVPD basis set.

Results
ΔE to the lowest compared entry with this formula, charge and spin   0.0 kcal/mol
Frontier orbital gap (alpha / beta)   0.31612 / 0.34343 Ha
E_LUMO (alpha / beta)   0.74 / 0.73 eV
Spin multiplicity   2

Positions of all 47 atoms, in Å:
C 4.16674 0.21444 0.06431
C 3.00224 0.23859 -0.91820
N 2.10144 -0.90804 -0.77530
C 0.72813 -0.68407 -0.25863
C 0.14388 -2.11916 -0.06489
C -0.95750 -2.73293 -0.93518
C -2.34778 -2.15239 -0.74669
O -0.56871 -2.75973 -2.30944
C -0.02137 0.18836 -1.30438
C -0.91935 1.32087 -0.78179
C -2.09166 1.54928 -1.72733
C -0.16170 2.65311 -0.65135
N -1.46552 0.93089 0.55700
O -2.59776 1.39575 0.91259
C -0.57475 0.52514 1.68180
C -0.33447 1.74315 2.58392
C -1.32929 -0.53482 2.51209
C 0.76793 0.03368 1.10933
H 4.86129 -0.59804 -0.16049
H 4.73541 1.14652 0.02538
H 3.81028 0.07805 1.08811
H 2.44536 1.16963 -0.80171
H 3.39516 0.25201 -1.94044
H 2.54819 -1.61212 -0.19796
H -0.20606 -2.23409 0.96186
H 0.99464 -2.79699 -0.16731
H -1.00361 -3.77883 -0.60462
H -2.62928 -2.17280 0.30666
H -3.08016 -2.74346 -1.30084
H -2.41749 -1.11332 -1.07092
H -1.29826 -2.43587 -2.85867
H 0.72469 0.63894 -1.95897
H -0.58973 -0.47344 -1.95214
H -1.72582 1.97952 -2.65994
H -2.60977 0.61929 -1.96618
H -2.81110 2.23071 -1.27834
H -0.80507 3.40737 -0.19470
H 0.11645 3.00207 -1.64899
H 0.74878 2.56324 -0.06520
H -1.29112 2.12646 2.93925
H 0.18602 2.54554 2.06258
H 0.27022 1.44034 3.44156
H -2.20520 -0.89564 1.97930
H -1.67884 -0.10659 3.45054
H -0.69440 -1.38698 2.75472
H 1.22586 -0.64125 1.84045
H 1.44302 0.88764 1.02920

Forces on atoms 1 to 2 (eV/Å):
0.046 0.071 0.057
-0.040 -0.080 -0.071

Entry 2:
A 8-piece molecular cluster, C23H67Br2O28P7 overall in a non-equilibrium geometry, computed with ωB97M-V with the def2-TZVPD basis set.

Results
ΔE to the lowest compared entry with this formula, charge and spin   27.6 kcal/mol
Structure (SMILES)   COP(=O)(OC)OC.COP(=O)(OC)OC.COP(=O)(OC)OC.COP(=O)(OC)OC.COP(=O)(OC)OC.COP(=O)(OC)OC.COP(=O)(OC)OC.BrCCBr
Frontier orbital gap   0.38271 Ha
E_LUMO   0.41 eV

Positions of all 127 atoms, in Å:
C -3.89003 -2.73790 -5.58123
O -2.90796 -3.76698 -5.72900
P -2.24316 -4.41822 -4.44179
O -1.64687 -3.48709 -3.48399
O -3.46639 -5.30880 -3.87923
C -3.25201 -6.32656 -2.93237
O -1.33677 -5.53739 -5.15570
C -0.41309 -6.33082 -4.44390
H -3.40817 -1.82484 -5.23298
H -4.66038 -3.02503 -4.86287
H -4.33549 -2.60496 -6.56295
H -3.96239 -6.19993 -2.11206
H -2.26710 -6.44656 -2.47994
H -3.47217 -7.33294 -3.30395
H -0.76820 -7.35969 -4.34401
H -0.25489 -5.97414 -3.42111
H 0.59605 -6.40939 -4.85019
C -6.87054 6.26595 0.16906
O -5.58522 5.61646 0.23397
P -4.98333 4.78520 -0.99498
O -5.55632 3.45186 -1.19815
O -3.41535 4.80798 -0.75181
C -2.87683 3.79217 0.08532
O -5.24589 5.76004 -2.25593
C -4.34400 6.84767 -2.46964
H -7.42992 5.95333 -0.70715
H -6.64221 7.32822 0.04002
H -7.31789 6.18314 1.15339
H -3.24186 2.82090 -0.26790
H -3.12590 3.96076 1.13040
H -1.80909 3.57533 0.00199
H -3.63486 6.55211 -3.24720
H -3.85405 7.14027 -1.54279
H -4.78061 7.74575 -2.91276
C 4.53495 3.74663 -2.01196
O 3.37877 4.56385 -2.05768
P 3.06208 5.67690 -0.92609
O 3.68525 5.39554 0.35570
O 1.48296 5.77133 -0.91287
C 0.78886 4.60470 -0.48426
O 3.43159 7.06149 -1.61255
C 4.70888 7.47752 -2.04423
H 4.44356 2.87147 -1.36747
H 5.35748 4.28993 -1.53426
H 4.87596 3.47040 -3.00463
H 0.06970 4.86148 0.29330
H 1.43176 3.82436 -0.07716
H 0.28156 4.18824 -1.35559
H 5.54983 7.00138 -1.54796
H 4.77079 8.56839 -2.02099
H 4.69595 7.34449 -3.13580
C 0.84253 2.92298 5.58391
O 0.36686 1.62199 5.21403
P -1.16572 1.65450 4.69316
O -2.13524 2.39189 5.50881
O -1.56622 0.11931 4.49478
C -1.80026 -0.75541 5.61127
O -1.06870 2.31905 3.26803
C -0.23271 1.79412 2.21803
H 1.72654 3.10292 4.95936
H 1.26007 2.96639 6.59015
H 0.14941 3.74417 5.41965
H -2.62794 -1.37486 5.27348
H -2.10100 -0.16880 6.47801
H -0.94225 -1.38131 5.84541
H -0.76506 1.22528 1.45914
H 0.60036 1.20626 2.60762
H 0.20543 2.68925 1.77570
C 2.52018 -0.94646 5.08237
O 2.51967 -2.21513 4.41054
P 3.55557 -2.54725 3.19790
O 3.77002 -3.97735 2.96560
O 2.96959 -1.82105 1.89178
C 1.54701 -1.90970 1.64304
O 4.81791 -1.65239 3.55693
C 5.82143 -2.09501 4.47868
H 1.49712 -0.80427 5.41812
H 2.77827 -0.19840 4.33036
H 3.20814 -0.92760 5.92725
H 1.40787 -2.88165 1.17288
H 1.18667 -1.03420 1.11078
H 1.01264 -1.86016 2.59659
H 5.99982 -1.29680 5.19183
H 6.75526 -2.26767 3.94251
H 5.56444 -3.05823 4.91538
C 5.59375 -4.39269 -0.55138
O 4.60166 -3.88163 -1.41777
P 3.99420 -4.75784 -2.61271
O 3.59498 -6.10323 -2.15557
O 2.76409 -3.88726 -3.14293
C 1.76883 -3.67030 -2.12171
O 5.03674 -4.71239 -3.81705
C 5.70701 -3.46269 -4.07871
H 5.68989 -5.48046 -0.56261
H 5.43627 -4.19968 0.51298
H 6.52687 -3.88904 -0.81432
H 1.66171 -4.51318 -1.44080
H 0.84958 -3.47974 -2.67474
H 1.90081 -2.79848 -1.47574
H 5.09995 -2.78578 -4.68173
H 6.53239 -3.78043 -4.71365
H 6.03555 -2.93715 -3.18611
C -4.06004 -2.40747 -0.59157
O -4.15714 -1.57167 0.56353
P -2.93037 -1.47116 1.59081
O -1.63574 -1.20827 0.90763
O -3.35343 -0.42294 2.70435
C -3.43712 0.93589 2.29737
O -2.94765 -2.89175 2.31329
C -1.76532 -3.39525 2.95982
H -3.07527 -2.61225 -1.02047
H -4.57993 -1.90539 -1.40457
H -4.49831 -3.36494 -0.31430
H -2.59389 1.18813 1.64062
H -3.43691 1.63121 3.12908
H -4.22783 1.20148 1.58761
H -1.45652 -4.32309 2.48352
H -1.96966 -3.61039 4.00826
H -1.00821 -2.61504 2.87098
Br -2.29467 -0.11846 -3.23379
C -0.79113 -0.08825 -2.02868
C -0.13252 1.29652 -1.97163
Br 1.26262 1.04129 -0.69002
H -0.06223 -0.76960 -2.45176
H -1.13236 -0.28447 -1.01552
H -0.75363 2.09646 -1.58191
H 0.41815 1.60288 -2.85529

Forces on atoms 1 to 2 (eV/Å):
0.003 0.151 0.218
0.459 -0.623 0.469

Entry 3:
C12H8Cl3FeO20 as an isolated structure in a non-equilibrium geometry, computed with ωB97M-V with the def2-TZVPD basis set.

Results
ΔE to the lowest compared entry with this formula, charge and spin   0.0 kcal/mol
Frontier orbital gap (alpha / beta)   0.27928 / 0.26055 Ha
E_LUMO (alpha / beta)   -2.56 / -3.06 eV
Spin multiplicity   6

Positions of all 44 atoms, in Å:
Fe -0.72625 -0.19200 -0.46735
Cl -2.95952 -1.90662 -0.87220
O -1.53768 -2.19130 -1.18950
O -3.42831 -2.74773 0.16429
O -2.77618 -0.53149 -0.33861
O -3.75562 -1.93934 -2.03398
Cl 0.42507 -0.56826 2.27909
O 1.28891 -1.51159 2.87592
O -0.10444 0.36036 3.21481
O 1.05309 0.10361 1.14489
O -0.68158 -1.21745 1.53136
Cl 0.22050 1.30996 -2.61222
O -0.34198 2.61569 -2.62914
O 0.91670 1.09042 -1.33138
O -0.88471 0.31469 -2.49193
O 0.99183 1.02052 -3.75707
C -2.93437 2.90487 1.18913
C -3.24544 3.95634 1.95491
C -2.21422 4.92511 2.50298
O -2.50441 6.01815 2.90715
C -0.84842 4.46157 2.24071
C -0.51646 3.42859 1.45681
C -1.56979 2.53973 0.87998
O -1.35056 1.60631 0.11632
O 0.73185 3.00918 1.26471
O -4.50279 4.26766 2.24149
H -3.69706 2.22638 0.82941
H -0.03585 5.11121 2.55549
H 1.34428 3.49580 1.82937
H -4.48815 5.06559 2.79741
C 2.61352 -4.48518 -0.60210
C 1.73734 -3.51492 -0.32906
C 1.57070 -2.33334 -1.23324
O 0.68746 -1.50897 -1.10579
C 2.58601 -2.15625 -2.25077
C 3.62713 -2.99221 -2.33448
C 3.66016 -4.32119 -1.62912
O 4.47548 -5.17893 -1.86222
O 4.67763 -2.73107 -3.10440
O 0.87044 -3.51197 0.67680
H 2.75727 -5.35380 0.02911
H 2.62734 -1.19784 -2.75312
H 5.35705 -3.40230 -2.92897
H 0.88404 -4.33796 1.17451

Forces on atoms 1 to 2 (eV/Å):
0.734 -1.252 0.342
1.236 -0.857 0.302

Entry 4:
H14O7 as an isolated structure in a non-equilibrium geometry, computed with ωB97M-V with the def2-TZVPD basis set.

Results
ΔE to the lowest compared entry with this formula, charge and spin   223.1 kcal/mol
Frontier orbital gap   0.33593 Ha
E_LUMO   -0.24 eV

Positions of all 21 atoms, in Å:
O 0.14732 0.10176 -0.11988
H 0.20077 0.94207 0.33538
H -0.57696 -0.35646 0.30637
O 1.81924 -1.05702 0.63944
H 2.52072 -0.40877 0.57665
H 1.12020 -0.70852 0.08616
O 0.95688 -0.66661 -1.84288
H 0.61245 -0.24168 -1.05736
H 0.55837 -0.18734 -2.56931
O 0.16776 2.24710 0.53897
H 1.05840 2.46734 0.26604
H -0.02658 2.86421 1.24441
O -0.84067 -1.46157 0.97990
H -0.35572 -2.02975 1.57842
H -0.82988 -1.92830 0.14427
O 0.53185 1.73067 -2.21313
H 0.37413 1.57212 -1.28242
H -0.28435 2.11525 -2.53275
O -2.69136 -1.43679 1.72106
H -2.66458 -2.39310 1.68944
H -1.79799 -1.16463 1.51121

Forces on atoms 1 to 2 (eV/Å):
-5.420 5.193 2.919
0.021 0.187 0.924